[1]
Molecular formula: C53H55I2MoN2O5S2SeSi
Method: DFT, ωB97M-V/def2-TZVPD

Its net charge is +1. The total energy is -182022.2163 eV. The multiplicity is 3. The energy above the lowest of the compared OMol25 structures with the same formula, charge and spin is 0.0 kJ/mol. Its expectation value of S² is 2.040.

XYZ file:
```
122
Properties=species:S:1:pos:R:3:forces:R:3
Mo 1.29242 0.49313 1.66443 -0.3 1.3 -0.7
C -0.40770 -6.56217 -5.38064 0.0 0.0 -0.1
C -0.54698 -5.41719 -4.42979 0.1 0.1 0.0
C -1.50521 -5.41413 -3.42088 0.1 0.1 0.1
C -1.60895 -4.34811 -2.54098 -0.1 0.0 0.1
C -0.75224 -3.27286 -2.68048 0.3 0.5 0.2
C 0.20222 -3.25303 -3.68568 -0.1 0.1 0.0
C 0.29785 -4.31801 -4.55716 -0.1 -0.1 0.0
S -0.69671 -1.90398 -1.49738 -0.6 -0.8 -1.4
O -0.84842 -2.54734 -0.16266 0.1 -0.4 0.5
C -2.24800 -1.08255 -1.96611 0.0 0.0 0.1
C -2.06947 -0.34422 -3.14980 -0.2 0.2 -0.2
C -3.04243 0.50309 -3.59118 0.2 -0.2 0.0
C -4.23288 0.67057 -2.85082 -0.1 -0.2 0.2
C -5.21990 1.59227 -3.25322 -0.1 0.1 0.0
C -6.35376 1.76831 -2.51160 0.2 0.1 -0.2
C -6.54129 1.03195 -1.33369 0.1 -0.2 0.2
C -5.60262 0.12990 -0.91656 -0.2 0.1 0.1
C -4.42466 -0.08183 -1.66184 0.1 0.1 -0.4
C -3.40339 -0.98141 -1.22613 0.2 -0.2 -0.4
C -3.57546 -1.66452 0.07490 0.2 0.2 0.5
C -4.54484 -2.67105 0.30230 0.1 -0.1 0.3
C -5.32657 -3.21380 -0.73971 -0.1 -0.1 -0.1
C -6.24582 -4.19148 -0.48078 0.1 0.2 -0.2
C -6.44203 -4.65880 0.82904 0.1 0.0 0.3
C -5.70205 -4.14784 1.85836 -0.1 -0.2 -0.1
C -4.72356 -3.15806 1.62678 0.0 0.1 -0.3
C -3.91225 -2.66222 2.66937 0.2 0.1 0.0
C -2.94286 -1.73292 2.42024 0.0 0.0 0.3
C -2.80550 -1.23024 1.12598 -0.1 -0.1 -0.5
S -1.56645 -0.01496 0.69615 -1.7 0.6 0.8
O -0.61902 -0.04884 1.90191 -1.0 -1.0 0.3
C -2.62344 1.41238 0.95224 0.2 0.0 -0.4
C -2.79293 2.27518 -0.12103 0.1 -0.2 0.1
C -3.68328 3.32724 -0.01188 -0.1 0.1 0.1
C -4.40100 3.53420 1.16066 0.2 -0.1 -0.2
C -5.36329 4.66853 1.28668 0.0 0.1 0.0
C -4.19336 2.67158 2.23453 0.1 -0.1 -0.1
C -3.32642 1.60453 2.13002 0.1 0.0 0.2
H -1.06567 -7.38557 -5.11628 0.0 -0.1 0.0
H 0.61884 -6.92665 -5.39619 0.0 0.0 0.0
H -0.64840 -6.23019 -6.39042 0.0 -0.1 -0.1
H -2.16666 -6.26188 -3.31646 -0.1 -0.1 0.0
H -2.33925 -4.35686 -1.74566 -0.1 0.0 0.1
H 0.86866 -2.41019 -3.77835 0.1 0.1 0.0
H 1.04370 -4.31214 -5.33696 0.1 0.0 -0.1
H -1.14381 -0.46409 -3.69549 0.1 0.1 -0.1
H -2.91271 1.07033 -4.50048 0.1 0.1 -0.1
H -5.05487 2.15662 -4.15895 0.0 0.1 -0.1
H -7.10753 2.47172 -2.82755 -0.1 0.1 -0.1
H -7.43775 1.18040 -0.75377 -0.1 0.0 0.1
H -5.75855 -0.42599 -0.00606 0.0 0.0 0.1
H -5.18352 -2.84572 -1.74577 0.0 0.0 -0.1
H -6.83364 -4.60785 -1.28415 0.0 0.0 -0.1
H -7.17765 -5.42736 1.01425 0.0 0.0 0.0
H -5.84263 -4.50615 2.86616 0.0 -0.1 0.1
H -4.05266 -3.03641 3.67135 0.0 -0.1 0.1
H -2.28875 -1.37249 3.19922 0.1 0.0 0.1
H -2.23153 2.12884 -1.03229 0.0 -0.1 -0.1
H -3.82054 4.00476 -0.84153 0.0 0.0 -0.1
H -5.50748 5.17431 0.33532 0.0 0.1 0.0
H -4.98317 5.38380 2.01440 -0.1 0.1 0.0
H -6.32632 4.31244 1.64580 -0.1 0.0 0.0
H -4.71611 2.84036 3.16317 -0.1 0.0 0.1
H -3.18471 0.93911 2.96593 0.0 -0.1 0.1
I -1.28216 1.04026 5.37355 0.2 0.0 0.1
C 0.80328 1.38115 5.39586 0.2 -0.6 -0.5
I 1.92405 -0.16936 4.24548 -0.8 0.8 1.0
H 1.16027 1.37045 6.41804 0.1 -0.2 0.0
H 0.99961 2.32134 4.89338 0.1 -0.1 -0.2
O 1.24734 -1.96741 1.33216 0.0 0.3 0.1
H 0.44568 -2.27439 0.83361 0.2 0.0 0.1
H 1.96921 -2.56811 1.12661 0.1 0.1 0.0
Se 0.82400 2.75642 1.97957 0.3 -0.4 0.4
C 2.32432 -0.05440 -2.71544 0.2 -0.2 0.0
N 1.51352 1.12713 -2.53136 0.0 0.2 0.0
C 0.87430 1.38616 -1.37482 -0.3 0.1 -0.4
N 0.25563 2.57546 -1.25195 0.0 0.2 0.0
O 0.75661 0.49407 -0.50127 0.7 0.2 0.5
H 3.38577 0.20368 -2.71186 -0.1 -0.1 0.0
H 2.08225 -0.53002 -3.66556 0.0 0.0 0.0
H 2.11742 -0.73636 -1.89033 0.1 0.0 -0.2
H 1.64851 1.88231 -3.18681 -0.1 0.0 0.1
H 0.55084 3.34763 -1.82806 0.0 0.0 -0.1
H -0.00234 2.83897 -0.29718 0.2 -0.1 0.0
C 5.42955 -1.34318 -0.16741 -0.2 0.2 0.1
C 5.87345 0.09892 0.08055 -0.2 0.0 0.2
C 6.03333 0.81788 -1.26130 -0.2 0.1 0.2
C 7.25089 0.09842 0.74391 -0.2 0.0 0.1
Si 4.60014 1.04602 1.18113 0.8 0.8 0.4
O 3.08401 0.47039 1.11979 0.7 -0.8 -0.9
C 4.55562 2.85125 0.58913 0.1 -0.6 0.3
C 5.53504 3.76609 0.96455 -0.1 -0.2 0.0
C 5.51952 5.06107 0.47992 0.2 0.2 0.1
C 4.51746 5.46673 -0.38444 -0.1 0.1 0.0
C 3.53066 4.57226 -0.76352 0.0 0.0 -0.1
C 3.56335 3.27619 -0.28473 -0.1 -0.3 0.0
C 4.94493 1.01182 3.05061 0.2 0.1 -0.7
C 4.53379 2.08646 3.83533 0.1 0.1 -0.1
C 4.58707 2.02021 5.21681 0.0 0.0 0.1
C 5.05413 0.87248 5.83749 0.0 0.0 0.1
C 5.46954 -0.20352 5.07364 0.0 -0.1 0.1
C 5.40118 -0.13517 3.69334 0.0 0.0 -0.1
H 6.16553 -1.87120 -0.77412 0.1 -0.1 -0.1
H 4.47104 -1.36724 -0.68671 -0.1 -0.1 0.0
H 5.31987 -1.88024 0.77327 0.0 -0.2 0.1
H 6.72587 0.27280 -1.90228 0.1 -0.1 -0.1
H 6.43110 1.81780 -1.10740 0.0 0.1 -0.1
H 5.08357 0.91357 -1.78303 -0.1 0.1 -0.1
H 7.99011 -0.32908 0.06631 0.1 0.0 -0.1
H 7.26048 -0.48205 1.66102 0.1 0.0 0.1
H 7.55954 1.11372 0.97983 0.2 0.1 0.1
H 6.30978 3.44912 1.64735 0.2 0.1 0.1
H 6.28563 5.76100 0.78178 0.1 0.0 0.0
H 4.49996 6.48017 -0.75555 0.0 0.1 0.0
H 2.73937 4.90098 -1.42306 -0.1 0.0 -0.1
H 2.80998 2.55469 -0.57533 0.0 0.2 0.0
H 4.14508 2.97334 3.35408 0.0 0.1 0.0
H 4.26196 2.86214 5.81026 0.0 0.1 0.1
H 5.08742 0.81076 6.91448 0.0 0.0 0.1
H 5.83816 -1.09885 5.55120 0.0 -0.1 0.1
H 5.68880 -0.99519 3.10675 0.1 -0.2 0.0
```
Positions in Å, forces in eV/Å.

Atomic partial charges in e from the Mulliken method, atoms 1 to 8:
1 Mo -0.1628
2 C -1.4429
3 C 1.0942
4 C -1.0796
5 C -0.7734
6 C -0.1350
7 C 0.0075
8 C -0.8208

---

[2]
Molecular formula: C53H58AsBrN5O4PS3Si2W
Method: DFT, ωB97M-V/def2-TZVPD

Its net charge is -1. The total energy is -261809.9365 eV. The multiplicity is 2. The energy above the lowest of the compared OMol25 structures with the same formula, charge and spin is 0.0 kJ/mol. Its expectation value of S² is 0.764.

XYZ file:
```
129
Properties=species:S:1:pos:R:3:forces:R:3
W 0.14986 0.56502 0.99970 -1.4 1.0 -0.3
N 2.33885 4.17325 1.41657 0.1 0.1 -0.2
C 1.52520 4.67612 2.44540 -0.2 0.1 0.1
C 2.02640 5.02415 3.69370 0.1 0.0 -0.1
C 1.17956 5.50276 4.68384 -0.1 0.0 0.0
C -0.18145 5.62709 4.44703 0.0 0.0 0.0
C -0.69021 5.28078 3.19982 0.1 0.0 0.1
C 0.14591 4.81230 2.20012 0.0 0.0 -0.1
S -0.44740 4.51479 0.54176 -0.1 0.2 0.0
N 1.28258 2.09734 1.65464 0.1 -0.3 -0.1
C 1.77707 2.95031 0.88565 0.2 0.2 0.3
C 1.71527 2.74831 -0.56092 0.0 0.1 -0.2
C 2.26035 3.59910 -1.51514 0.1 0.1 0.0
C 2.11261 3.29898 -2.85182 -0.1 -0.2 0.0
C 1.38911 2.15537 -3.19112 0.1 0.2 0.0
C 0.85545 1.38158 -2.18599 -0.2 -0.4 -0.1
N 1.02385 1.64504 -0.88506 0.2 -0.1 0.1
H 3.30911 4.07923 1.68924 0.0 -0.1 0.1
H 3.08320 4.88638 3.89692 0.0 0.0 0.0
H 1.58544 5.75754 5.65549 0.0 0.0 0.0
H -0.84377 5.97786 5.22837 0.0 0.0 0.0
H -1.75007 5.36800 2.99168 0.0 0.0 0.0
H 2.75589 4.49464 -1.16561 0.0 0.0 0.0
H 2.52650 3.94213 -3.61778 0.0 0.0 0.0
H 1.22496 1.87062 -4.22199 0.0 0.0 0.0
H 0.23941 0.52000 -2.40952 0.1 0.1 0.1
C -2.44220 3.37770 -3.47441 0.0 0.0 0.0
C -3.01160 2.00702 -3.78211 0.0 0.0 0.0
O -2.33649 0.99257 -3.03417 0.0 0.0 -0.1
P -2.90597 0.78171 -1.47912 -0.1 0.1 0.1
S -1.44045 2.74187 0.43642 -0.1 -0.2 0.0
S -1.33152 -0.40412 -0.76883 0.1 -0.2 -0.1
O -4.04261 -0.37825 -1.70282 0.1 0.0 -0.2
C -3.83964 -1.56119 -2.48271 -0.1 0.0 0.1
C -4.82561 -1.55242 -3.63211 0.0 0.0 0.0
H -2.95420 4.14477 -4.06067 0.0 0.0 0.0
H -1.37834 3.40473 -3.71591 0.0 0.0 0.0
H -2.55277 3.60205 -2.41152 0.0 0.0 0.0
H -2.87649 1.75255 -4.83704 0.0 0.0 0.0
H -4.08742 1.97786 -3.57417 0.0 0.0 0.0
H -4.01835 -2.41968 -1.83065 0.0 0.0 0.0
H -2.81162 -1.62069 -2.84018 0.0 0.0 0.0
H -5.83746 -1.40939 -3.24924 0.0 0.0 0.0
H -4.78598 -2.49724 -4.17666 0.0 0.0 0.0
H -4.60091 -0.73930 -4.32840 0.0 -0.1 0.1
C -3.09442 -2.82217 1.56537 -0.1 0.0 0.0
Si -2.30876 -1.30344 2.37005 0.1 -0.1 0.0
C -2.23098 -1.49457 4.24833 -0.1 0.0 0.0
C -3.49750 0.06751 1.91072 0.0 0.0 0.0
N -0.63017 -1.15393 1.81113 0.2 0.0 0.2
C 0.17421 -2.26260 1.76303 -0.1 0.0 -0.1
C -0.10706 -3.52811 2.29583 0.1 -0.1 0.0
C 0.77214 -4.58467 2.10969 -0.1 0.1 0.1
C 1.94452 -4.40063 1.39429 0.1 0.1 -0.1
C 2.26144 -3.13823 0.90838 0.0 -0.2 -0.1
C 1.40762 -2.06054 1.11451 -0.1 0.1 0.2
N 1.68134 -0.70342 0.82571 0.4 -0.1 0.0
Si 3.43808 -0.41668 1.02156 0.0 0.0 0.0
C 4.38058 -1.13093 -0.46142 0.0 0.0 0.0
C 4.17243 1.30630 1.13003 0.0 0.0 0.0
C 3.92228 -1.18354 2.66343 0.1 0.0 0.0
H -4.18204 -2.69890 1.60557 0.0 0.0 0.0
H -2.84613 -3.78782 2.00332 0.0 0.0 0.0
H -2.80707 -2.83465 0.51014 0.0 0.0 0.0
H -2.72463 -0.65949 4.75206 0.0 0.0 0.0
H -1.19067 -1.51848 4.58120 0.0 0.0 0.0
H -2.71602 -2.41797 4.57840 0.0 0.0 0.0
H -4.14413 0.25418 2.77615 0.0 0.0 0.0
H -4.13414 -0.26016 1.08555 0.0 0.0 0.0
H -3.03460 1.01244 1.64125 0.0 0.0 0.0
H -1.00816 -3.68357 2.87032 0.0 0.0 0.0
H 0.53472 -5.55693 2.52523 0.0 0.0 0.0
H 2.61906 -5.22983 1.21836 0.0 0.0 0.0
H 3.18870 -3.01182 0.36753 0.0 0.0 0.0
H 3.69403 -1.50207 -1.22396 0.0 0.0 0.0
H 5.04445 -1.94925 -0.16666 0.0 0.0 0.0
H 4.99981 -0.35375 -0.91714 0.0 0.0 0.0
H 4.03839 1.92608 0.24329 0.0 0.0 0.0
H 5.24563 1.09315 1.21510 0.0 0.0 0.0
H 3.85990 1.83770 2.02816 0.0 0.0 0.0
H 4.12880 -2.25177 2.61471 0.0 0.0 0.0
H 3.09638 -1.02118 3.36192 0.0 0.0 0.0
H 4.80644 -0.67361 3.05789 0.0 0.0 0.0
C 4.48945 -1.30757 -6.65955 0.0 0.0 0.0
C 3.59798 -2.37447 -6.70023 0.0 0.0 0.0
C 2.72069 -2.58555 -5.64718 0.0 0.0 0.0
C 2.72604 -1.73324 -4.54570 0.0 -0.1 0.0
C 3.61902 -0.66880 -4.51132 0.0 0.0 0.0
C 4.49849 -0.45484 -5.56653 0.0 0.0 0.0
As 1.51050 -1.95643 -3.01918 0.0 0.0 0.2
C 1.57441 -3.89071 -2.83708 -0.1 0.0 -0.2
C 2.55744 -4.64187 -2.21579 0.0 0.0 0.1
C 2.41445 -6.01883 -2.11607 0.0 0.0 0.0
C 1.27811 -6.63667 -2.62527 0.0 0.0 0.0
C 0.29241 -5.88863 -3.25332 0.0 -0.1 0.0
C 0.43834 -4.51131 -3.37236 0.0 0.1 0.0
C -0.48893 -3.59636 -4.07770 0.1 0.0 0.0
C -1.61646 -3.96854 -4.80333 0.0 0.0 0.0
C -2.33292 -3.00928 -5.50418 0.0 0.0 0.0
C -1.95476 -1.67112 -5.46308 0.1 -0.1 0.0
C -0.84819 -1.28962 -4.71674 0.0 0.0 0.0
C -0.10991 -2.25096 -4.04509 0.0 0.0 -0.1
H 5.17570 -1.14393 -7.48123 0.0 0.0 0.0
H 3.58839 -3.04058 -7.55450 0.0 0.0 0.0
H 2.02312 -3.41565 -5.67688 0.0 0.0 0.0
H 3.62364 -0.00283 -3.65482 0.0 0.0 0.0
H 5.19195 0.37664 -5.53157 0.0 0.0 0.0
H 3.43185 -4.15596 -1.79922 0.0 0.0 0.0
H 3.17823 -6.61033 -1.62700 0.0 0.0 0.0
H 1.16031 -7.70903 -2.53152 0.0 0.0 0.0
H -0.58654 -6.38262 -3.65011 0.0 0.0 0.0
H -1.92601 -5.00626 -4.84218 0.0 0.0 0.0
H -3.20204 -3.30398 -6.07945 0.0 0.0 0.0
H -2.53271 -0.92673 -5.99606 0.0 0.0 0.0
H -0.57637 -0.24264 -4.65240 0.0 0.0 0.0
Br -1.52164 4.29220 8.81845 0.0 0.0 0.0
C -1.10665 3.26983 7.26627 0.0 0.0 0.0
C 0.10071 2.59495 7.20473 0.0 0.0 0.0
C 0.39941 1.86384 6.06519 0.2 -0.1 0.0
C -0.48412 1.82041 4.99704 -0.3 0.2 0.3
C -1.68415 2.51366 5.08241 -0.1 0.0 -0.1
C -2.01131 3.23304 6.22148 0.0 0.0 0.0
C -0.12934 1.07152 3.76220 0.5 -0.2 -0.4
O 0.89660 0.39822 3.68989 0.0 -0.1 0.5
O -0.91737 1.23612 2.75363 0.3 -0.3 0.1
H 0.79261 2.64455 8.03436 0.0 0.0 0.0
H 1.33389 1.32394 5.97549 0.0 0.0 0.0
H -2.35260 2.49078 4.22984 0.0 0.0 0.0
H -2.94435 3.77547 6.29067 0.0 0.0 0.0
```
Positions in Å, forces in eV/Å.

Atomic partial charges in e from the Mulliken method, atoms 1 to 8:
1 W 0.0204
2 N 0.2407
3 C 0.1687
4 C -0.9672
5 C -0.6810
6 C -0.5766
7 C -0.2621
8 C 0.8419